{
  "formula": "C38H48BeClN2O8PS2Si4Te",
  "method": "wB97M-V/def2-TZVPD",
  "de_lowest_kj_mol": 212.1,
  "total_charge": -2,
  "homo_lumo_gap_ha": 0.2239,
  "homo_ev": -2.102,
  "lumo_ev": 3.99,
  "symbols": ["Be", "O", "C", "O", "C", "C", "Cl", "N", "N", "C", "C", "O", "O", "C", "C", "C", "C", "C", "C", "H", "H", "H", "H", "H", "H", "O", "S", "O", "O", "S", "O", "P", "C", "C", "C", "C", "C", "C", "C", "C", "C", "C", "C", "C", "C", "C", "C", "C", "C", "C", "H", "H", "H", "H", "H", "H", "H", "H", "H", "H", "H", "H", "H", "H", "H", "C", "Si", "C", "C", "Si", "Te", "Si", "C", "C", "C", "Si", "C", "C", "C", "H", "H", "H", "H", "H", "H", "H", "H", "H", "H", "H", "H", "H", "H", "H", "H", "H", "H", "H", "H", "H", "H", "H", "H", "H", "H", "H"],
  "coordinates": [[-1.8047, -1.5275, -0.8066], [-3.9762, -3.6366, 4.2451], [-3.2270, -2.6999, 4.7780], [-3.1075, -2.5969, 5.9842], [-2.5514, -1.7487, 3.8609], [-1.7916, -0.6721, 4.2962], [-1.3919, -0.3124, 5.9049], [-1.3683, 0.0317, 3.2040], [-1.8053, -0.5750, 2.0847], [-2.5220, -1.6384, 2.4397], [-3.0267, -2.5720, 1.4002], [-3.7615, -3.5164, 1.7431], [-2.6302, -2.4024, 0.2137], [-0.5753, 1.1658, 3.0404], [-0.0385, 1.8998, 4.0959], [0.7650, 2.9916, 3.8332], [1.0540, 3.3612, 2.5281], [0.5149, 2.6399, 1.4805], [-0.3020, 1.5522, 1.7220], [-3.9443, -3.6266, 3.2049], [-0.2522, 1.6280, 5.1143], [1.1699, 3.5586, 4.6593], [1.6868, 4.2134, 2.3343], [0.7304, 2.9179, 0.4606], [-0.7846, 1.0341, 0.9145], [-2.7699, -0.2346, -3.1745], [-2.4526, -1.7332, -3.2611], [-1.4499, -2.0516, -2.2039], [-1.8630, -1.9782, -4.5601], [-4.0845, -2.7301, -3.0153], [-2.4172, -0.0506, -0.7406], [-2.7923, 1.0250, -1.7164], [-4.5100, 1.3391, -2.2962], [-5.4181, 0.3041, -2.4528], [-6.7112, 0.5746, -2.8679], [-7.0986, 1.8744, -3.1455], [-6.1960, 2.9126, -2.9802], [-4.9129, 2.6462, -2.5370], [-1.4035, 1.7041, -2.6850], [-0.1647, 1.1243, -2.4449], [0.9067, 1.3996, -3.2730], [0.7592, 2.2944, -4.3201], [-0.4620, 2.9105, -4.5326], [-1.5459, 2.6061, -3.7283], [-2.9503, 2.3710, -0.3902], [-2.1656, 3.4973, -0.1992], [-2.3612, 4.3155, 0.9043], [-3.3312, 4.0008, 1.8381], [-4.1226, 2.8768, 1.6584], [-3.9363, 2.0813, 0.5470], [-5.0999, -0.7190, -2.2912], [-7.4092, -0.2428, -2.9800], [-8.1053, 2.0763, -3.4880], [-6.5012, 3.9307, -3.1856], [-4.2201, 3.4584, -2.3646], [-0.0556, 0.4199, -1.6296], [1.8475, 0.8971, -3.1084], [1.5887, 2.4918, -4.9854], [-0.5805, 3.6080, -5.3504], [-2.5092, 3.0506, -3.9293], [-1.3843, 3.7385, -0.9113], [-1.7551, 5.2035, 1.0408], [-3.4673, 4.6196, 2.7151], [-4.8870, 2.6316, 2.3822], [-4.5432, 1.1964, 0.3905], [3.9046, 1.3586, 1.6033], [3.9549, 0.4959, -0.1079], [5.8355, 0.1922, -0.4390], [3.5866, 1.9561, -1.3148], [2.6640, -1.5337, 0.0657], [0.2017, -1.6950, 0.6110], [3.2789, -2.9497, -1.7465], [5.1738, -3.1554, -2.0281], [2.6377, -4.7311, -1.4678], [2.5740, -2.4043, -3.4405], [3.4650, -2.4808, 2.1158], [2.7612, -4.2390, 2.4088], [2.8033, -1.4823, 3.6127], [5.3667, -2.6366, 2.3903], [4.1444, 2.4173, 1.5691], [4.5988, 0.8856, 2.2887], [2.9103, 1.2655, 2.0238], [6.4483, 1.0653, -0.2268], [6.0047, -0.0865, -1.4737], [6.2003, -0.6216, 0.1765], [4.1611, 2.8454, -1.0596], [2.5360, 2.2266, -1.2858], [3.8388, 1.7024, -2.3402], [5.6872, -3.2695, -1.0807], [5.5938, -2.2854, -2.5195], [5.4124, -4.0223, -2.6371], [3.1406, -5.2053, -0.6310], [2.7644, -5.3730, -2.3366], [1.5782, -4.6999, -1.2363], [3.0058, -1.4629, -3.7707], [1.4986, -2.2664, -3.3738], [2.7581, -3.1387, -4.2228], [1.6895, -4.2021, 2.2429], [2.9252, -4.6130, 3.4157], [3.1737, -4.9637, 1.7164], [1.7519, -1.2766, 3.4340], [3.3009, -0.5266, 3.7268], [2.8796, -2.0104, 4.5593], [5.8237, -3.1803, 1.5702], [5.6168, -3.1556, 3.3115], [5.8242, -1.6540, 2.4295]],
  "forces_ev_per_angstrom": [[-0.177, 0.497, 1.185], [-0.068, -0.137, -0.487], [-0.080, -0.131, 0.384], [-0.068, -0.076, -0.115], [0.218, 0.385, -0.071], [-0.181, -0.463, -0.281], [0.100, 0.199, 0.201], [-1.044, -1.400, 0.178], [-1.289, -0.183, 0.298], [0.581, 1.044, 0.792], [0.025, -0.383, -0.628], [-0.024, 0.200, 0.132], [-0.568, -0.443, 0.238], [0.807, 1.019, -0.525], [-0.231, -0.294, 0.082], [0.116, 0.190, -0.200], [0.026, 0.087, 0.194], [-0.011, -0.079, 0.096], [-0.156, 0.164, 0.341], [0.085, 0.138, 0.332], [0.071, 0.062, -0.025], [0.039, 0.028, 0.075], [0.120, 0.105, -0.029], [-0.020, 0.047, -0.161], [0.027, -0.146, -0.130], [0.015, -0.447, -0.056], [-0.479, 0.022, -2.844], [0.432, -0.067, 0.319], [0.128, 0.166, 0.333], [-0.485, -0.612, 0.299], [0.254, -0.987, 0.681], [-0.169, 1.747, -0.671], [0.335, 0.006, -0.054], [0.091, -0.067, -0.008], [-0.014, -0.025, 0.095], [-0.119, -0.011, -0.022], [-0.117, 0.120, -0.077], [0.100, 0.065, -0.020], [-0.272, 0.055, 0.022], [-0.010, -0.038, 0.191], [0.000, 0.032, -0.047], [0.104, -0.019, -0.080], [0.024, 0.079, -0.110], [-0.122, 0.066, 0.167], [0.198, -0.415, -0.265], [0.012, -0.060, -0.329], [-0.073, 0.233, 0.108], [0.087, 0.167, 0.105], [-0.138, -0.068, 0.019], [-0.043, -0.076, 0.170], [-0.051, 0.025, 0.014], [-0.061, -0.062, -0.040], [-0.053, 0.042, -0.008], [0.026, 0.051, -0.004], [0.001, 0.105, 0.007], [0.079, -0.139, 0.029], [0.036, -0.039, -0.001], [0.070, 0.048, -0.019], [-0.016, 0.050, -0.070], [-0.107, 0.042, -0.083], [0.018, -0.006, -0.037], [0.081, -0.047, 0.006], [0.000, 0.076, 0.027], [-0.049, -0.057, 0.084], [-0.074, 0.015, 0.162], [-0.148, -0.468, -0.372], [0.666, 1.123, 0.326], [-0.731, -0.322, 0.065], [-0.230, -0.704, 0.200], [0.105, -0.268, -0.246], [2.594, -0.174, -0.037], [0.185, -0.724, -0.710], [-0.521, 0.261, 0.269], [0.025, 0.596, 0.141], [0.064, 0.070, 0.653], [0.097, -0.423, 1.040], [0.063, 0.533, -0.438], [0.075, -0.042, -0.617], [-0.581, 0.191, -0.399], [0.100, 0.205, -0.209], [0.179, -0.191, 0.211], [-0.244, -0.011, 0.193], [-0.117, 0.279, 0.090], [0.034, -0.085, -0.263], [0.145, -0.265, 0.166], [0.199, -0.051, 0.278], [-0.190, 0.093, -0.046], [-0.026, -0.082, -0.239], [0.190, -0.044, 0.295], [0.106, 0.276, -0.113], [-0.136, -0.224, -0.164], [0.124, -0.074, 0.217], [0.128, 0.067, -0.253], [-0.266, 0.009, 0.093], [0.098, 0.224, -0.029], [-0.265, 0.050, 0.014], [0.121, -0.204, 0.028], [-0.257, -0.027, -0.071], [0.185, 0.156, 0.254], [0.112, -0.185, -0.221], [-0.265, 0.053, -0.016], [0.159, 0.259, -0.014], [0.125, -0.297, 0.066], [0.159, -0.140, -0.224], [-0.151, -0.113, 0.218], [0.151, 0.273, -0.007]]
}

{
  "formula": "C4H14N",
  "method": "wB97M-V/def2-TZVPD",
  "de_lowest_kj_mol": 0.0,
  "total_charge": 1,
  "homo_lumo_gap_ha": 0.5003,
  "homo_ev": -16.968,
  "lumo_ev": -3.35,
  "symbols": ["C", "C", "C", "N", "H", "H", "H", "H", "H", "H", "H", "H", "H", "H", "C", "H", "H", "H", "H"],
  "coordinates": [[1.3122, 0.5601, 2.0220], [0.8200, 0.0014, 0.7117], [0.6844, -1.5212, 0.6740], [-0.5868, 0.5592, 0.4468], [1.4420, 1.6455, 1.9807], [0.6351, 0.3569, 2.8534], [2.2947, 0.1605, 2.2643], [1.4120, 0.3572, -0.1290], [0.0322, -1.8522, 1.4803], [1.6699, -1.9714, 0.7726], [0.3246, -1.8443, -0.3041], [-0.5849, 1.5688, 0.5840], [-0.8694, 0.3393, -0.5158], [-1.2432, 0.1274, 1.0909], [-1.4437, 0.3195, -2.7865], [-1.3207, -0.2095, -3.7257], [-2.2239, 1.0708, -2.8532], [-0.5337, 0.8033, -2.4428], [-1.8207, -0.4713, -2.1234]],
  "forces_ev_per_angstrom": [[0.172, 0.526, 0.173], [-0.398, -0.505, -0.059], [0.368, 0.564, -0.345], [0.682, -0.072, -0.124], [-0.054, -0.025, -0.104], [-0.004, -0.238, -0.031], [-0.055, -0.174, -0.015], [0.104, 0.033, 0.013], [0.007, -0.234, -0.017], [-0.012, -0.014, 0.261], [-0.257, -0.073, 0.108], [-0.212, 0.073, -0.045], [-0.145, 0.106, 0.069], [-0.225, 0.036, 0.133], [-0.698, -0.452, 0.311], [0.286, 0.376, -0.221], [-0.061, 0.061, -0.220], [0.278, -0.179, -0.142], [0.222, 0.191, 0.254]]
}

{
  "formula": "C27H29N9O4OsS",
  "method": "wB97M-V/def2-TZVPD",
  "multiplicity": 5,
  "de_lowest_kj_mol": 70.0,
  "total_charge": 2,
  "homo_lumo_gap_ha": [0.2111, 0.1540],
  "homo_ev": [-11.861, -12.368],
  "lumo_ev": [-6.12, -8.18],
  "symbols": ["Os", "O", "C", "O", "C", "C", "C", "N", "C", "C", "C", "C", "C", "C", "C", "N", "C", "C", "C", "C", "C", "N", "H", "H", "H", "H", "H", "H", "H", "H", "H", "H", "N", "C", "C", "C", "C", "N", "C", "N", "N", "C", "O", "O", "H", "H", "H", "H", "H", "H", "H", "H", "H", "H", "H", "H", "H", "H", "C", "C", "C", "C", "N", "C", "S", "N", "H", "H", "H", "H", "H"],
  "coordinates": [[-0.1640, -0.8951, 0.3945], [5.8297, 0.3298, 3.3303], [4.8302, 0.3078, 4.0318], [4.3838, 0.3039, 5.1682], [3.5210, 0.1344, 3.0049], [2.2805, 0.5642, 3.4355], [1.2150, 0.3221, 2.5978], [1.4106, -0.3333, 1.4334], [2.6368, -0.6843, 0.9883], [3.7412, -0.4699, 1.7823], [2.6321, -1.2907, -0.3679], [3.7672, -1.6800, -1.0399], [3.6465, -2.2224, -2.3123], [2.3905, -2.3621, -2.8760], [1.2888, -1.9538, -2.1499], [1.4045, -1.4235, -0.9282], [-0.1949, 0.6950, 2.8463], [-0.6173, 1.3960, 3.9573], [-1.9719, 1.6188, 4.1413], [-2.8699, 1.1329, 3.2063], [-2.3830, 0.4724, 2.0939], [-1.0760, 0.2679, 1.9079], [2.1653, 1.0563, 4.3892], [4.7398, -0.7367, 1.4676], [4.7428, -1.5666, -0.5809], [4.5297, -2.5363, -2.8545], [2.2586, -2.7924, -3.8597], [0.2792, -2.0755, -2.5216], [0.1021, 1.7621, 4.6797], [-2.3221, 2.1539, 5.0184], [-3.9360, 1.2695, 3.3274], [-3.0388, 0.0829, 1.3249], [-0.6065, 1.2316, -1.2069], [-1.9186, 1.1138, -1.8582], [-1.7656, 1.3618, -3.3670], [-2.9650, 1.2389, -4.3136], [-4.1615, 2.1485, -4.0224], [-5.0881, 1.4485, -3.1263], [-6.4042, 1.5339, -3.1438], [-7.1256, 0.6394, -2.4515], [-7.0329, 2.4901, -3.8316], [-2.5682, -0.2244, -1.4917], [-3.7311, -0.4278, -1.8795], [-1.8937, -1.0576, -0.7978], [-0.4672, 2.1476, -0.7983], [0.1318, 1.1016, -1.8886], [-2.5850, 1.8618, -1.4245], [-0.9987, 0.6720, -3.7343], [-1.3493, 2.3677, -3.4650], [-3.3181, 0.2078, -4.3486], [-2.5978, 1.4724, -5.3128], [-4.6653, 2.3813, -4.9603], [-3.8346, 3.0909, -3.5779], [-4.6692, 0.6430, -2.6265], [-6.6609, -0.1356, -2.0078], [-8.1290, 0.6648, -2.4328], [-6.5160, 3.1802, -4.3447], [-8.0352, 2.5268, -3.8791], [-2.8345, -5.8708, 3.9681], [-2.0801, -4.6684, 3.4898], [-1.8114, -3.5883, 4.3411], [-1.1496, -2.5149, 3.7990], [-0.7491, -2.4917, 2.5186], [-1.0293, -3.5769, 1.7810], [-0.4536, -3.5000, 0.1469], [-1.6858, -4.6530, 2.2168], [-2.5662, -6.1227, 4.9927], [-2.6502, -6.7195, 3.3139], [-3.9072, -5.6556, 3.9540], [-2.1043, -3.6063, 5.3851], [-0.8955, -1.6541, 4.4107]],
  "forces_ev_per_angstrom": [[-0.792, -1.168, 0.073], [-0.676, 0.155, 0.687], [0.182, -0.265, 0.103], [0.477, 0.140, -0.804], [0.102, -0.024, 0.102], [0.237, 0.140, 0.150], [-0.301, -0.012, -0.185], [0.259, 0.104, 0.047], [-0.268, -0.152, -0.233], [0.243, 0.097, 0.021], [-0.240, 0.141, 0.183], [0.345, -0.077, -0.005], [0.104, -0.018, -0.031], [0.032, -0.049, -0.067], [-0.018, 0.015, 0.112], [0.039, 0.165, -0.309], [0.100, -0.192, -0.085], [0.125, 0.096, 0.195], [-0.104, 0.078, 0.175], [-0.056, 0.062, -0.008], [0.004, 0.054, -0.114], [-0.017, -0.137, -0.181], [0.026, -0.057, 0.009], [-0.055, -0.016, 0.067], [-0.104, -0.038, -0.076], [-0.039, 0.015, 0.038], [0.003, 0.026, 0.045], [-0.019, 0.040, 0.030], [-0.077, -0.056, -0.035], [0.050, -0.056, -0.123], [0.041, -0.016, -0.011], [0.037, -0.041, 0.020], [0.122, 0.108, 0.022], [0.067, -0.021, 0.150], [-0.113, -0.012, -0.108], [0.053, -0.055, 0.086], [-0.093, -0.142, 0.154], [-0.242, 0.083, -0.214], [0.063, -0.015, -0.085], [0.164, 0.106, -0.010], [-0.037, 0.003, 0.014], [-0.068, -0.300, -0.075], [0.498, -0.213, 0.345], [-0.451, 0.346, -0.199], [-0.028, 0.014, -0.010], [0.065, 0.044, -0.046], [-0.025, 0.141, -0.017], [0.038, -0.003, -0.003], [0.038, 0.016, -0.034], [0.019, -0.014, -0.046], [0.019, 0.026, -0.007], [-0.043, -0.033, -0.047], [-0.025, 0.066, 0.027], [0.202, 0.069, 0.158], [-0.014, -0.015, -0.008], [-0.006, 0.030, -0.004], [-0.002, 0.044, 0.022], [-0.030, -0.003, -0.020], [-0.021, 0.073, -0.058], [0.026, -0.057, -0.081], [-0.047, -0.070, 0.096], [0.120, -0.037, -0.204], [-0.121, 0.052, 0.276], [-0.069, -0.051, 0.374], [0.122, 0.623, -0.005], [0.108, 0.131, -0.038], [0.016, 0.002, 0.008], [0.015, 0.039, 0.009], [0.058, -0.007, -0.013], [0.030, 0.014, -0.141], [-0.046, 0.065, -0.060]]
}